{"formula": "C2H6Br2N", "method": "the ωB97M-V functional and the def2-TZVPD basis", "multiplicity": 1, "charge": 1, "e_above_lowest_kcal_mol": 90.9, "largest_force_ev_per_a": 7.35, "energy_ha": -5282.158213, "species": ["Br", "Br", "N", "C", "C", "H", "H", "H", "H", "H", "H"], "coordinates": [[0.1322, 2.8109, -0.5865], [-2.2866, -1.2542, 0.3060], [0.7665, 0.2718, -1.4995], [0.7642, 1.2067, -0.3450], [-1.0058, -0.4316, 1.5970], [1.4435, -0.4684, -1.3064], [0.8768, 0.6697, -2.4624], [-0.2483, -0.1602, -1.6052], [-0.6742, -1.2617, 2.2685], [-0.2664, 0.1294, 1.2630], [-1.7954, 0.1329, 2.1609]]}